DFT (wB97M-V/def2-TZVPD) results for the molecule C4H5NO2 at a distorted geometry.

```
12
Properties=species:S:1:pos:R:3:forces:R:3
C -1.83812 0.36265 0.31323 0.2 0.2 0.0
C -0.38712 0.05589 0.11816 -0.3 -0.9 -0.1
C -0.07067 -1.20276 -0.29560 0.3 1.1 -1.1
O 1.34159 -1.19572 -0.50406 -0.1 0.3 0.0
C 1.69705 0.03376 -0.13147 -0.4 0.4 0.3
O 2.97615 0.41253 -0.08249 -0.3 -0.3 -0.1
N 0.74492 0.83809 0.23192 -0.5 -0.2 0.2
H -2.11937 0.65233 1.32877 0.2 0.2 -0.1
H -2.22478 1.08425 -0.41953 0.1 -0.1 0.3
H -2.28678 -0.61297 0.15426 -0.6 0.1 -0.1
H -0.74903 -1.75693 -0.97192 1.1 -0.4 0.8
H 2.91616 1.32888 0.25873 0.2 -0.5 -0.2
```
Positions in Å, forces in eV/Å.

Properties
* Kohn-Sham gap: 9.65 eV
* ΔE to the lowest compared entry with this formula, charge and spin: 24.49 kcal per mole
* LUMO level: 0.801 eV
* SMILES string: Cc1coc(O)n1
* E_tot: -360.6304 Ha

***

DFT (wB97M-V/def2-TZVPD) results for a structure of composition C14H20ClIN2O2PSeY at a distorted geometry.

```
43
Properties=species:S:1:pos:R:3:forces:R:3
C -3.53485 2.55518 -6.12509 0.5 0.7 -0.3
C -3.83658 1.26147 -5.64846 -2.9 -5.4 1.7
H -4.20900 2.80345 -6.97736 0.4 -0.2 0.5
H -2.47503 2.56553 -6.42138 -0.2 0.0 -0.1
H -3.64311 3.26637 -5.29325 -0.1 -0.1 -0.1
O -4.25084 0.22221 -5.33412 2.3 5.0 -1.6
I -2.41492 1.46196 -2.60456 -1.0 0.0 -0.5
Y 0.04666 1.42189 -1.32692 1.2 1.6 0.1
P 1.29603 -0.71084 -2.53619 1.3 -0.3 -1.0
C 1.45788 -2.49656 -2.26294 -0.4 -0.1 0.3
C 0.92608 -0.62590 -4.32535 -0.1 0.1 0.0
H 3.13220 0.91208 -2.54827 0.0 -0.4 -0.1
H 3.57894 -0.68349 -3.27091 0.1 0.2 0.3
H 3.47462 -0.47662 -1.48419 -0.1 0.0 -0.3
C 3.04873 -0.17978 -2.45222 0.0 0.1 0.1
H 0.68150 0.40362 -4.62019 0.2 -0.3 0.0
H 1.81714 -0.97159 -4.86517 -0.3 0.1 0.0
H 2.20988 -2.91352 -2.94823 -0.2 0.2 0.2
H 0.48757 -2.97654 -2.43459 0.2 -0.1 0.0
H 0.06865 -1.27037 -4.55838 0.2 0.1 0.0
H 1.75839 -2.67303 -1.22341 0.0 -0.1 -0.2
C -0.67356 -0.78002 -0.46069 -1.6 -3.8 2.8
O -0.94808 -1.76993 0.06818 1.0 3.2 -2.0
Cl 1.47635 3.16347 -2.41498 -0.4 -0.6 0.2
C 2.36605 -0.73457 3.43081 0.3 -0.3 0.1
N 1.01164 -0.21898 3.34177 -0.3 1.0 -1.0
C 0.55414 0.70205 2.43007 -0.9 -1.5 1.8
Se 1.54299 1.49931 1.06657 -0.2 0.0 -0.1
N -0.73753 0.97303 2.79799 0.9 0.0 -0.8
C -1.06279 0.31449 3.98604 -0.3 0.7 0.3
C -2.08429 0.57806 4.89605 0.0 -0.6 0.4
C -1.95099 -0.00405 6.16544 -0.3 0.1 -0.5
C -0.83065 -0.77928 6.51403 0.5 -0.2 -0.6
C 0.20791 -1.00278 5.59110 -0.7 -0.1 0.4
C 0.03719 -0.45003 4.32677 0.7 0.6 0.1
H 2.86479 -0.32331 4.32121 -0.1 -0.1 -0.3
H 2.92207 -0.45687 2.52942 -0.2 -0.1 0.3
H 2.32383 -1.82891 3.51876 0.1 0.3 -0.1
H -1.30489 1.64343 2.29411 0.1 -0.1 0.4
H -2.92592 1.20195 4.60834 0.1 -0.1 0.3
H -2.73173 0.13645 6.91955 0.3 0.1 -0.4
H -0.79287 -1.20303 7.51937 0.2 0.1 -0.4
H 1.11641 -1.55599 5.81129 -0.3 0.1 0.2
```
Positions in Å, forces in eV/Å.

Properties
* Kohn-Sham gap: 6.45 eV
* charge: +2
* ΔE to the lowest compared entry with this formula, charge and spin: 0.00 kcal per mole
* LUMO level: -7.255 eV
* E_tot: -4344.0692 Ha

***

DFT (wB97M-V/def2-TZVPD) results for a cluster of 3 separate species, C3H8NO2S in total at a distorted geometry.

```
15
Properties=species:S:1:pos:R:3:forces:R:3
O -1.76971 1.86789 -1.06413 0.3 -0.4 2.5
C -1.98448 1.49499 0.15676 -2.2 -0.3 -1.2
N -1.89672 0.27920 0.75520 1.1 2.6 -0.5
C -0.63985 -0.23590 0.29639 -0.8 1.3 -1.5
C 0.52843 0.20735 1.11439 1.9 -0.2 1.1
S 1.93748 -0.93323 0.71317 0.7 0.6 0.0
H -2.51222 2.26515 0.82488 0.2 -0.4 -0.6
H -0.77713 -2.20117 0.45500 -0.5 -2.1 0.0
H -0.55282 -1.35084 0.59216 -0.2 -0.3 -0.1
H -0.54241 -0.19487 -0.85643 0.4 -0.1 1.8
H 0.81935 1.28645 1.12377 -0.3 -0.5 -0.8
H 0.40945 0.04031 2.20824 -0.8 -0.1 -0.7
H 1.80713 -1.30877 -2.43495 -0.4 -0.3 0.2
H 2.55833 -0.41083 -1.48181 -0.1 -0.7 -0.4
O 2.61517 -0.80574 -2.40265 0.6 0.8 0.2
```
Positions in Å, forces in eV/Å.

Properties
* Kohn-Sham gap (alpha / beta): 5.46 / 6.11 eV
* charge: -2
* spin multiplicity: 2
* expectation value of S²: 0.75
* ΔE to the lowest compared entry with this formula, charge and spin: 89.05 kcal per mole
* LUMO level (alpha / beta): 6.394 / 6.397 eV
* E_tot: -722.3378 Ha

***

DFT (wB97M-V/def2-TZVPD) results for the ion C11H23N2O3 with charge +1 at a distorted geometry.

```
39
Properties=species:S:1:pos:R:3:forces:R:3
O 4.62086 1.35771 0.38376 3.6 0.4 3.4
C 3.76493 1.30838 -0.37664 -2.5 -0.1 -2.7
O 3.75049 0.31739 -1.34073 -0.6 0.5 -0.7
C 2.60484 2.27430 -0.34954 -0.6 -0.2 0.0
C 1.61376 1.83080 0.77272 0.2 -0.5 -1.6
C 0.53048 0.90865 0.14061 -0.4 -0.5 1.0
C -0.91373 1.43579 0.26015 0.8 0.6 -0.7
C -1.68589 1.56589 -1.04636 -1.1 0.1 0.0
N -1.97030 0.29798 -1.70578 0.2 -0.4 0.5
C -2.26709 -0.81584 -0.77080 1.0 0.1 -0.5
C -1.04490 -1.78785 -0.79144 -0.8 -0.2 0.6
C -0.70095 -2.52240 0.52509 1.1 -0.4 -1.6
C 0.78543 -3.01153 0.43452 -0.6 1.3 1.2
O 1.34607 -3.02461 1.75967 -0.1 -0.4 -0.5
C -2.70151 -0.31929 0.61035 -0.4 -0.7 -0.2
N -1.74993 0.65568 1.24582 -0.3 0.5 0.2
H 4.46252 0.53154 -1.96320 0.1 -0.5 0.1
H 2.99581 3.26977 -0.15413 0.2 -0.1 0.1
H 2.11527 2.27497 -1.32133 -0.1 0.2 0.0
H 1.16586 2.69367 1.25711 0.1 0.0 0.2
H 2.21031 1.23323 1.45652 -0.2 0.3 0.5
H 0.57555 -0.04504 0.67945 0.0 -0.1 -0.2
H 0.73271 0.65564 -0.89615 0.1 0.2 -0.1
H -0.83909 2.44559 0.66210 -0.2 0.0 0.1
H -2.64058 2.07279 -0.81507 0.2 0.2 0.1
H -1.15367 2.25006 -1.70621 0.2 -0.1 0.0
H -2.70717 0.38061 -2.39207 0.1 0.3 0.0
H -3.11730 -1.35277 -1.18708 -0.2 0.0 0.3
H -1.28368 -2.55711 -1.52650 0.1 0.0 -0.1
H -0.19967 -1.25855 -1.21601 0.1 0.1 0.2
H -1.33764 -3.40283 0.58325 -0.2 0.2 0.7
H -0.73550 -1.90237 1.42181 -0.3 -0.1 0.1
H 0.86195 -3.98830 -0.02756 0.2 -0.1 0.1
H 1.34321 -2.24504 -0.10920 0.1 -0.4 -0.5
H 1.54508 -2.10123 1.94529 0.2 -0.2 0.3
H -3.67545 0.15915 0.53755 0.1 0.3 0.0
H -2.82445 -1.14592 1.30448 0.1 -0.1 0.0
H -1.16167 0.22271 1.96064 0.1 -0.2 -0.3
H -2.31493 1.33839 1.75490 0.0 -0.1 0.0
```
Positions in Å, forces in eV/Å.

Properties
* Kohn-Sham gap: 9.46 eV
* charge: +1
* LUMO level: -3.307 eV
* SMILES string: O=C(O)CCC[C@H]1CN[C@@H](CCCO)C[NH2+]1
* E_tot: -767.8831 Ha

***

DFT (wB97M-V/def2-TZVPD) results for a structure of composition BrH2O2PS at a distorted geometry.

```
7
Properties=species:S:1:pos:R:3:forces:R:3
O -0.37304 -0.08690 -0.77806 -0.3 -1.1 4.5
O 0.30011 -0.45289 1.69896 -1.1 -3.6 -2.4
P 0.51981 -1.01816 0.19563 -0.1 0.4 -0.7
S 0.12649 -2.90332 0.01513 0.8 1.5 0.2
Br 3.03698 0.16030 -0.53511 -2.3 -1.1 0.8
H -0.16454 0.18309 -1.62291 1.3 0.7 -2.9
H 0.67698 0.35018 1.89292 1.6 3.3 0.6
```
Positions in Å, forces in eV/Å.

Properties
* Kohn-Sham gap: 7.77 eV
* ΔE to the lowest compared entry with this formula, charge and spin: 33.18 kcal per mole
* LUMO level: -2.247 eV
* E_tot: -3465.2735 Ha

***

DFT (wB97M-V/def2-TZVPD) results for a cluster of 2 separate species, C4H14NOS2 in total at a distorted geometry.

```
22
Properties=species:S:1:pos:R:3:forces:R:3
N 0.00549 -0.77329 -1.17195 -0.2 -0.4 -1.0
C -0.22614 0.69104 -0.93868 -1.7 0.3 0.4
C -1.73263 0.96056 -0.91412 -0.2 -0.9 -0.4
C 0.41780 1.10758 0.36348 1.8 0.3 -0.2
S 0.50282 -0.29347 1.53399 -0.2 -0.4 0.3
S 0.64577 0.24965 3.48997 -0.8 0.6 0.0
C 2.34938 0.26547 4.02413 0.6 -0.5 0.2
H -0.33778 -1.00503 -2.11047 -0.1 -0.3 -0.2
H 0.98065 -1.07238 -1.09966 0.0 0.2 0.0
H -0.52070 -1.35689 -0.51560 0.0 0.2 0.1
H 0.11594 1.22671 -1.82053 0.8 -0.1 0.2
H -1.90338 1.95093 -0.51535 -0.1 0.1 0.1
H -2.26444 0.21106 -0.32529 0.0 0.2 0.3
H -2.17127 0.90394 -1.91299 0.1 0.1 0.0
H 1.45635 1.32159 0.12533 0.2 0.3 0.1
H -0.01236 2.02952 0.72780 -0.3 -0.1 0.3
H 2.94320 1.15471 3.83136 -0.2 0.0 -0.4
H 2.83415 -0.65070 3.68828 0.2 0.2 -0.1
H 2.27723 0.18618 5.11364 -0.2 0.0 -0.1
H -1.60897 -2.13452 -4.59237 0.0 0.0 0.1
H -2.07751 -2.89944 -3.34847 -0.1 0.0 -0.1
O -1.67363 -2.07323 -3.63250 0.3 0.2 0.3
```
Positions in Å, forces in eV/Å.

Properties
* Kohn-Sham gap: 9.16 eV
* charge: +1
* ΔE to the lowest compared entry with this formula, charge and spin: 9.68 kcal per mole
* LUMO level: -3.167 eV
* E_tot: -1086.9329 Ha

***

DFT (wB97M-V/def2-TZVPD) results for a structure of composition C25H24BrF3N2O3S2V at a distorted geometry.

```
61
Properties=species:S:1:pos:R:3:forces:R:3
V 1.14729 -0.94189 -1.18056 0.1 1.3 -0.9
Br -0.08597 -3.29432 -1.03106 -0.7 -0.5 0.1
C 0.56140 -4.20708 0.54013 1.2 -0.4 0.1
C -0.25260 -5.23529 1.05389 -0.8 0.9 0.4
C 0.10816 -5.75881 2.27857 3.1 -0.1 0.6
C 1.45217 -5.54287 2.74954 -1.0 1.0 1.3
C 2.28002 -4.57403 2.21684 -1.0 -0.3 -1.7
C 1.84383 -3.87962 1.06408 -0.6 0.3 -0.9
C 2.78299 -2.81904 0.44368 0.4 -0.2 1.9
O 3.89506 -2.64935 0.87928 0.5 -0.7 0.6
O 2.38477 -1.97991 -0.46253 -0.3 -0.7 -0.3
H -1.25157 -5.51353 0.66891 0.8 0.6 -0.1
H -0.51709 -6.33915 2.92593 -0.5 -0.5 -0.3
H 1.82656 -5.86141 3.74200 -0.8 -0.6 -0.8
H 3.24539 -4.40737 2.64342 0.4 0.3 0.0
S 2.66195 0.85271 -1.83575 -0.1 0.3 -0.2
C 3.48309 1.50558 -0.49656 -0.3 0.5 0.4
N 3.90241 0.86434 0.56774 1.1 0.3 0.4
C 5.00712 1.54456 1.35945 -1.1 -1.3 -0.6
C 4.77285 3.02245 1.18853 -3.9 -2.3 -0.4
S 3.83419 3.20378 -0.43269 0.7 -0.2 0.6
H 3.83585 -0.13809 0.54099 0.1 -0.6 0.2
H 5.94320 1.16099 0.99935 0.5 0.1 -0.6
H 4.99674 1.23703 2.39604 -0.5 0.0 0.3
H 5.64385 3.50160 1.15022 3.3 2.3 -0.1
H 4.12704 3.30297 2.01118 -0.1 0.7 -0.1
F -4.16181 2.65625 5.65353 -0.2 0.3 0.6
C -3.47478 3.52912 4.92180 -1.0 0.0 -1.9
F -4.37653 4.39899 4.34631 0.3 -0.1 0.9
F -2.64946 4.21663 5.68563 0.1 0.4 0.6
C -2.78054 2.85179 3.78611 0.2 -0.1 0.6
C -1.80072 3.55899 3.12493 0.3 -0.8 -0.5
C -1.00767 2.88309 2.23034 0.7 -0.6 -1.4
C -1.22498 1.50635 1.92940 -0.2 -0.5 0.2
C -2.30044 0.84944 2.53178 -0.3 0.4 2.1
C -3.04411 1.53374 3.53117 0.3 -0.4 -0.4
C -0.35735 0.69728 1.07359 -1.2 2.0 1.0
C 0.31729 0.15757 0.23447 0.4 -1.0 -0.6
H -1.65542 4.57982 3.36742 0.3 0.8 0.0
H -0.19223 3.37113 1.67533 -0.4 -0.1 0.5
H -2.42137 -0.23114 2.54582 0.1 0.2 -0.7
H -3.74821 1.09622 4.24509 0.2 -0.5 -0.9
O 0.05790 -0.58420 -2.82593 0.4 0.0 0.2
C -0.64160 -0.77389 -3.83843 0.8 -0.1 0.5
C -0.22995 -0.18623 -5.12093 -3.8 -0.9 -1.1
C -1.29350 0.98513 -5.29988 0.0 -1.0 -0.1
C -1.83012 1.63054 -4.01577 -2.0 -1.5 -1.1
C -3.00433 0.86571 -3.32158 0.8 -1.4 -0.9
C -2.67263 -0.51604 -2.73832 0.2 0.6 0.9
N -1.86351 -1.28150 -3.67429 -0.7 -0.4 -1.8
H -0.32666 -0.85822 -5.99988 0.1 0.3 0.7
H 0.69448 0.20673 -5.06861 3.3 1.1 0.3
H -2.13929 0.54296 -5.83503 0.1 0.4 -0.3
H -0.77453 1.71114 -5.90792 -0.2 0.3 -0.3
H -2.33918 2.52780 -4.27223 0.2 1.1 -0.4
H -1.00477 1.82994 -3.42577 1.4 0.6 1.8
H -3.83230 0.69965 -4.04169 0.5 0.3 0.0
H -3.42994 1.43933 -2.54682 -0.4 0.9 1.0
H -3.55761 -1.06409 -2.60283 -1.3 -0.7 0.3
H -2.19380 -0.49279 -1.75046 0.1 0.2 -0.4
H -2.36907 -1.39149 -4.57699 0.6 0.0 0.9
```
Positions in Å, forces in eV/Å.

Properties
* Kohn-Sham gap (alpha / beta): 7.24 / 8.16 eV
* charge: +1
* spin multiplicity: 3
* expectation value of S²: 2.02
* LUMO level (alpha / beta): -3.370 / -2.856 eV
* E_tot: -5916.0460 Ha

***

DFT (wB97M-V/def2-TZVPD) results for a cluster of 7 separate species, C7H15Cl12NO2 in total at a distorted geometry.

```
37
Properties=species:S:1:pos:R:3:forces:R:3
C -0.43928 -0.35203 -0.12200 0.2 -0.5 1.6
N 0.96947 -0.33569 -0.57580 2.1 2.5 -0.2
O 1.20177 0.34019 -1.57933 -0.3 -1.1 0.8
O 1.87339 -0.70810 0.19787 -1.8 -0.2 -1.2
H -1.12826 -0.90470 -0.76071 0.4 -0.1 0.0
H -0.77654 0.67118 0.04360 0.2 0.1 -0.6
H -0.29618 -0.75609 0.88019 -0.8 -0.5 -0.2
C 1.45911 3.87321 0.13310 -0.8 0.5 -0.5
Cl -0.03788 4.85244 -0.00587 0.0 -0.1 0.5
Cl 2.28694 4.08628 -1.42626 0.4 -0.5 0.6
H 2.03278 4.24649 0.98144 0.1 0.0 -0.4
H 1.12387 2.84840 0.29269 0.4 0.1 -0.3
C 1.09903 -1.72679 -5.30416 -1.1 -0.2 -0.6
Cl 1.19630 -1.68334 -3.53907 0.5 -0.2 -0.7
Cl 0.72337 -3.36292 -5.94434 0.3 0.4 0.2
H 0.23168 -1.12185 -5.56848 0.1 -0.1 0.0
H 1.95197 -1.33674 -5.85955 0.2 -0.2 0.7
C 4.91366 -1.44950 2.09280 -0.2 -1.4 -0.4
Cl 6.30883 -1.36550 0.98025 -0.3 0.2 0.7
Cl 4.79338 -3.14045 2.85190 0.1 1.4 -0.5
H 4.93959 -0.72746 2.90894 0.3 -0.2 -0.3
H 4.04800 -1.34777 1.43828 0.0 0.0 0.4
C -1.45380 -1.68795 4.85862 0.9 -0.4 2.1
Cl -1.76117 -1.41773 3.20313 -0.6 -0.1 -1.0
Cl -1.34168 -3.43837 5.41474 -0.1 1.1 -0.6
H -0.49510 -1.21632 5.07438 0.0 -0.4 0.1
H -2.17930 -1.21502 5.52052 -0.2 -0.2 -0.4
C -3.88383 1.88697 2.79454 0.3 0.6 -0.7
Cl -3.34277 1.17496 1.23565 -0.1 -0.4 0.5
Cl -4.65698 3.40769 2.38305 -0.6 0.5 0.2
H -4.61337 1.25740 3.30395 0.5 -0.1 -0.1
H -2.99982 2.19401 3.35342 -0.2 -0.7 0.1
C -2.27563 -0.25300 -3.75437 0.5 -0.2 -0.5
Cl -3.34037 0.74457 -4.81054 0.4 -0.6 0.7
Cl -2.57049 -2.03721 -3.89950 0.0 1.1 0.2
H -1.25073 -0.07211 -4.07831 -0.2 -0.2 -0.1
H -2.30998 0.07285 -2.71477 -0.6 -0.2 -0.2
```
Positions in Å, forces in eV/Å.

Properties
* Kohn-Sham gap: 10.31 eV
* ΔE to the lowest compared entry with this formula, charge and spin: 15.26 kcal per mole
* LUMO level: -0.616 eV
* SMILES string: C[N+](=O)[O-].ClCCl.ClCCl.ClCCl.ClCCl.ClCCl.ClCCl
* E_tot: -6003.0952 Ha